# 1
Computed, not measured: a structure of composition C3H7KN3O4S, with wB97M-V/def2-TZVPD.

As for the spin multiplicity: 1. The value obtained for the frontier orbital gap is 8.3 eV. As for the LUMO energy: -4.9 eV. As for the charge: +1.

Each line ends with the Löwdin charge.
CARTESIAN COORDINATES (ANGSTROEM)
C1 -0.17 -0.86 2.57  -0.11
S1 0.76 -0.02 1.37  0.63
O1 1.82 -0.84 0.87  -0.28
O2 1.17 1.24 1.90  -0.27
N1 -0.32 0.41 0.09  -0.05
C2 0.26 0.30 -1.09  -0.44
N2 0.50 1.52 -1.82  -0.07
N3 0.60 -0.84 -1.66  0.25
C3 -1.77 -0.54 0.01  -0.65
O3 -2.69 0.20 -0.11  0.14
O4 -1.54 -1.71 0.01  0.10
H1 0.53 -1.06 3.37  0.09
H2 -0.53 -1.79 2.15  0.07
H3 -0.97 -0.23 2.94  0.09
H4 0.92 2.19 -1.18  0.11
H5 -0.41 1.83 -2.09  0.03
H6 -0.07 -1.60 -1.72  0.14
H7 1.53 -1.01 -2.01  0.15
K1 0.41 2.81 -3.59  1.09

=====

# 2
Computed, not measured: an isolated molecule of C3H7N, with wB97M-V/def2-TZVPD.

As for the spin multiplicity: 1. The value obtained for the frontier orbital gap is 9.8 eV. As for the LUMO energy: 1.2 eV. As for the SMILES: C=CNC.

Each line ends with the Löwdin charge.
CARTESIAN COORDINATES (ANGSTROEM)
C1 1.75 -0.53 0.57  0.00
C2 0.90 -0.18 -0.37  -0.25
N1 -0.49 -0.49 -0.41  -0.12
C3 -1.46 0.56 -0.24  -0.15
H1 1.34 -0.99 1.46  0.05
H2 2.81 -0.40 0.58  0.04
H3 1.14 0.43 -1.24  0.11
H4 -0.78 -1.22 0.23  0.10
H5 -2.29 0.37 0.46  0.08
H6 -1.07 1.54 0.16  0.08
H7 -1.85 0.91 -1.20  0.06

=====

# 3
Computed, not measured: an isolated molecule of C3H7N, with wB97M-V/def2-TZVPD.

As for the spin multiplicity: 1. The value obtained for the frontier orbital gap is 10.6 eV. As for the LUMO energy: 1.2 eV. As for the SMILES: C[C@H]1CN1.

Each line ends with the Löwdin charge.
CARTESIAN COORDINATES (ANGSTROEM)
C1 0.51 -1.12 0.44  -0.10
C2 -0.42 0.00 0.39  -0.43
C3 -0.07 1.35 -0.20  -0.13
H1 1.17 -1.07 -0.45  0.08
H2 1.17 -1.12 1.34  0.08
H3 -0.09 -2.10 0.32  0.11
H4 -1.22 0.00 1.16  0.13
H5 0.98 1.39 -0.50  0.09
H6 -0.49 2.33 0.14  0.10
H7 -0.56 -0.04 -1.71  0.06
N1 -0.99 0.39 -0.92  0.00

=====

# 4
Computed, not measured: an isolated molecule of C3H7N, with wB97M-V/def2-TZVPD.

As for the spin multiplicity: 1. The value obtained for the frontier orbital gap is 10.4 eV. As for the LUMO energy: 1.2 eV. As for the SMILES: C=CCN.

Each line ends with the Löwdin charge.
CARTESIAN COORDINATES (ANGSTROEM)
C1 -0.45 -0.01 0.63  -0.34
C2 -0.28 -0.22 -0.82  -0.22
C3 0.10 0.84 -1.59  -0.02
H1 1.46 -0.34 1.34  0.02
H2 0.36 -0.71 2.48  0.09
H3 -1.49 -0.26 0.98  0.13
H4 -0.46 1.03 0.77  0.06
H5 -0.35 -1.25 -1.26  0.11
H6 0.31 1.83 -0.95  0.10
H7 -0.03 0.73 -2.71  0.06
N1 0.57 -0.67 1.44  0.00

=====

# 5
Computed, not measured: a cluster of 2 separate species, C3H7N2 in total, with wB97M-V/def2-TZVPD.

As for the spin multiplicity: 1. The value obtained for the frontier orbital gap (spin up / spin down) is 6.7 / 9.5 eV. As for the LUMO energy (spin up / spin down): -7.4 / -5.6 eV. As for the charge: +1.

Each line ends with the Löwdin charge.
CARTESIAN COORDINATES (ANGSTROEM)
C1 -0.42 0.13 -0.59  0.03
C2 -1.16 1.36 -0.29  0.00
C3 1.51 -0.14 1.17  0.24
N1 -0.08 -2.24 -0.93  0.22
N2 -0.30 -1.06 -0.73  -0.03
H1 -1.15 1.49 0.78  0.09
H2 -0.97 2.28 -0.81  0.10
H3 -2.24 1.10 -0.59  0.14
H4 1.65 0.86 1.04  -0.01
H5 2.28 -0.86 1.00  0.04
H6 0.61 -0.49 1.78  0.08
H7 0.27 -2.45 -1.83  0.10

=====

# 6
Computed, not measured: a cluster of 2 separate species, C3H7N2 in total, with wB97M-V/def2-TZVPD.

As for the spin multiplicity: 1. The value obtained for the frontier orbital gap is 11.8 eV. As for the LUMO energy: -3.4 eV. As for the charge: +1.

Each line ends with the Löwdin charge.
CARTESIAN COORDINATES (ANGSTROEM)
C1 -3.03 0.16 -0.21  0.09
C2 1.20 1.13 0.25  0.09
C3 0.60 0.19 -0.42  -0.19
N1 -1.98 -0.32 -0.09  0.09
N2 0.40 -1.13 0.19  0.16
H1 -3.89 0.73 -0.17  0.06
H2 1.37 2.04 -0.33  0.11
H3 1.76 0.86 1.04  0.05
H4 0.49 0.21 -1.47  0.12
H5 1.14 -1.75 0.05  0.14
H6 -0.53 -1.51 -0.24  0.16
H7 0.29 -1.14 1.16  0.13

=====

# 7
Computed, not measured: a cluster of 2 separate species, C3H7N2 in total, with wB97M-V/def2-TZVPD.

As for the spin multiplicity: 1. The value obtained for the frontier orbital gap (spin up / spin down) is 9.4 / 7.0 eV. As for the LUMO energy (spin up / spin down): -5.6 / -8.4 eV. As for the charge: +1.

Each line ends with the Löwdin charge.
CARTESIAN COORDINATES (ANGSTROEM)
C1 0.52 0.23 0.02  0.18
C2 -0.30 -0.77 -0.61  -0.23
C3 -1.69 -0.96 -0.10  -0.01
N1 0.79 -0.94 0.37  0.20
N2 1.90 2.63 0.31  0.23
H1 0.08 -0.94 -1.71  0.20
H2 -2.35 -0.32 -0.78  0.14
H3 -1.72 -0.48 0.88  0.10
H4 -1.94 -1.93 -0.29  0.06
H5 1.50 -1.55 0.73  0.18
H6 2.12 1.83 0.80  -0.06
H7 1.11 3.22 0.39  0.00

=====

# 8
Computed, not measured: a cluster of 2 separate species, C3H7N2O in total, with wB97M-V/def2-TZVPD.

As for the spin multiplicity: 2. Its expectation value of S² is 0.7555. The value obtained for the frontier orbital gap (spin up / spin down) is 5.0 / 8.8 eV. As for the LUMO energy (spin up / spin down): 0.9 / 0.8 eV.

Each line ends with the Löwdin charge.
CARTESIAN COORDINATES (ANGSTROEM)
C1 -0.79 -1.25 -0.61  -0.15
C2 0.47 -0.98 -0.23  -0.15
N1 0.78 0.32 -0.62  -0.02
C3 -0.34 0.89 -1.24  -0.19
N2 -1.29 -0.15 -1.29  -0.02
H1 -1.24 -2.22 -0.67  0.10
H2 1.22 -1.55 0.29  0.10
H3 1.57 0.92 -0.46  0.13
H4 -0.35 1.77 -1.87  0.07
H5 -2.25 0.06 -1.47  0.12
H6 1.38 0.26 2.87  0.03
H7 0.14 1.23 2.94  0.04
O1 0.69 0.70 2.37  -0.05

=====

# 9
Computed, not measured: a cluster of 2 separate species, C3H7N2O in total, with wB97M-V/def2-TZVPD.

As for the spin multiplicity: 1. The value obtained for the frontier orbital gap is 10.9 eV. As for the LUMO energy: -3.4 eV. As for the charge: +1.

Each line ends with the Löwdin charge.
CARTESIAN COORDINATES (ANGSTROEM)
C1 -1.06 1.56 0.47  -0.01
C2 -0.31 1.59 -0.70  0.02
N1 -0.28 0.22 -1.08  0.10
C3 -0.55 -0.53 -0.03  -0.13
N2 -0.98 0.23 0.96  0.13
H1 -1.75 2.25 0.96  0.14
H2 0.15 2.30 -1.36  0.13
H3 0.37 -0.19 -1.79  0.21
H4 -0.68 -1.61 -0.07  0.17
H5 -1.15 0.12 1.95  0.18
H6 2.05 -2.39 0.91  0.06
H7 2.47 -1.63 -0.37  0.06
O1 1.71 -1.91 0.15  -0.05

=====

# 10
Computed, not measured: the ion C3H7N2O with charge +1, with wB97M-V/def2-TZVPD.

As for the spin multiplicity: 1. The value obtained for the frontier orbital gap is 9.4 eV. As for the LUMO energy: -4.0 eV. As for the SMILES: N/C(C=O)=C/[NH3+]. As for the charge: +1.

Each line ends with the Löwdin charge.
CARTESIAN COORDINATES (ANGSTROEM)
C1 0.78 -0.22 -0.25  -0.10
C2 -1.86 0.12 0.63  -0.06
C3 -0.17 0.67 0.10  -0.28
N1 -0.18 1.94 -0.18  0.10
N2 0.62 -1.73 -0.04  0.14
O1 -2.45 -0.81 1.14  0.09
H1 1.75 0.13 -0.75  0.14
H2 -2.36 1.05 0.41  0.09
H3 -0.85 2.60 0.23  0.14
H4 0.58 2.26 -0.87  0.18
H5 1.28 -2.11 0.73  0.20
H6 0.72 -2.34 -0.94  0.21
H7 -0.42 -1.88 0.19  0.16

=====

# 11
Computed, not measured: the ion C3H7N2O with charge +1, with wB97M-V/def2-TZVPD.

As for the spin multiplicity: 1. The value obtained for the frontier orbital gap (spin up / spin down) is 9.4 / 9.4 eV. As for the LUMO energy (spin up / spin down): -4.8 / -4.8 eV. As for the charge: +1.

Each line ends with the Löwdin charge.
CARTESIAN COORDINATES (ANGSTROEM)
C1 -0.47 0.54 1.23  0.22
C2 0.15 1.35 -0.88  -0.12
C3 0.18 -2.04 -0.05  -0.07
N1 -0.33 -0.77 -0.35  0.00
N2 -0.19 1.57 0.57  0.08
O1 0.59 0.04 -0.96  -0.08
H1 -0.78 0.41 2.25  0.12
H2 -0.76 1.55 -1.46  0.16
H3 0.97 2.00 -1.20  0.16
H4 0.10 -2.62 -0.98  0.12
H5 1.23 -2.06 0.26  0.11
H6 -0.47 -2.51 0.69  0.11
H7 -0.21 2.54 0.87  0.19

=====

# 12
Computed, not measured: the ion C3H7N2O with charge +1, with wB97M-V/def2-TZVPD.

As for the spin multiplicity: 1. The value obtained for the frontier orbital gap (spin up / spin down) is 7.5 / 9.1 eV. As for the LUMO energy (spin up / spin down): -6.2 / -5.2 eV. As for the charge: +1.

Each line ends with the Löwdin charge.
CARTESIAN COORDINATES (ANGSTROEM)
C1 1.47 0.80 -0.42  0.20
C2 0.63 -0.80 1.17  -0.11
C3 -1.79 0.19 -1.21  -0.10
N1 -0.67 -0.37 -0.69  0.02
N2 1.68 0.21 0.65  0.03
O1 -0.61 -0.37 0.67  -0.08
H1 1.89 1.72 -0.84  0.12
H2 0.75 -1.93 1.07  0.18
H3 0.61 -0.64 2.21  0.12
H4 -2.32 1.01 -0.50  0.16
H5 -1.52 0.58 -2.14  0.09
H6 -2.61 -0.50 -1.40  0.12
H7 2.49 0.10 1.41  0.24

=====

# 13
Computed, not measured: a cluster of 2 separate species, C3H7N2O in total, with wB97M-V/def2-TZVPD.

As for the spin multiplicity: 1. The value obtained for the frontier orbital gap (spin up / spin down) is 7.3 / 8.1 eV. As for the LUMO energy (spin up / spin down): -5.0 / -5.0 eV. As for the charge: +1.

Each line ends with the Löwdin charge.
CARTESIAN COORDINATES (ANGSTROEM)
C1 -2.31 -0.17 0.36  0.14
C2 -0.96 1.57 -0.68  0.16
C3 1.93 0.51 -0.58  0.02
N1 -1.61 0.61 -0.22  0.05
N2 0.58 -0.58 0.89  0.00
O1 1.41 0.44 0.59  -0.19
H1 -3.40 -0.07 0.47  0.14
H2 -1.80 -1.17 0.51  0.14
H3 -0.59 2.39 -0.10  0.14
H4 -0.81 1.73 -1.64  0.07
H5 2.00 -0.32 -1.30  0.11
H6 2.35 1.51 -0.83  0.11
H7 0.60 -0.78 1.96  0.10

=====

# 14
Computed, not measured: a cluster of 2 separate species, C3H7N2O2 in total, with wB97M-V/def2-TZVPD.

As for the spin multiplicity: 3. Its expectation value of S² is 2.0084. The value obtained for the frontier orbital gap (spin up / spin down) is 4.4 / 8.0 eV. As for the LUMO energy (spin up / spin down): 4.1 / 3.9 eV. As for the charge: -1.

Each line ends with the Löwdin charge.
CARTESIAN COORDINATES (ANGSTROEM)
C1 -0.14 -0.07 1.16  -0.34
C2 1.21 -0.58 1.08  -0.19
C3 1.80 -1.22 0.11  -0.01
N1 -1.30 0.64 -1.67  -0.16
N2 -0.88 1.73 -1.30  -0.35
O1 -1.50 2.84 -1.50  -0.20
O2 -1.16 -0.82 0.54  -0.17
H1 -0.43 -0.17 2.24  0.12
H2 -0.17 0.93 0.69  0.09
H3 1.83 -0.34 1.93  0.08
H4 2.82 -1.43 0.12  0.01
H5 1.49 -1.61 -0.84  0.05
H6 -1.32 -0.55 -0.44  0.03
H7 -2.26 0.66 -2.12  0.03

=====

# 15
Computed, not measured: the ion C3H7N2O2 with charge +1, with wB97M-V/def2-TZVPD.

As for the spin multiplicity: 1. The value obtained for the frontier orbital gap is 10.5 eV. As for the LUMO energy: -3.8 eV. As for the SMILES: C1CO[C@@]2(NO2)[NH2+]1. As for the charge: +1.

Each line ends with the Löwdin charge.
CARTESIAN COORDINATES (ANGSTROEM)
C1 -0.85 0.12 -0.54  -0.07
C2 0.33 1.07 -0.71  -0.12
C3 1.24 -0.74 0.25  -0.41
N1 1.82 -1.16 1.69  0.15
N2 -0.27 -0.99 0.24  0.17
O1 1.56 0.33 -0.57  0.07
O2 1.96 -1.84 0.45  0.04
H1 -1.54 0.65 0.09  0.13
H2 -1.36 -0.13 -1.51  0.17
H3 0.26 1.70 -1.66  0.17
H4 0.36 1.79 0.12  0.14
H5 2.73 -0.87 2.06  0.12
H6 -0.68 -0.94 1.18  0.19
H7 -0.44 -2.05 -0.03  0.26

=====

# 16
Computed, not measured: the ion C3H7N2O2 with charge +1, with wB97M-V/def2-TZVPD.

As for the spin multiplicity: 1. The value obtained for the frontier orbital gap is 11.7 eV. As for the LUMO energy: -3.7 eV. As for the SMILES: [H]/N=C(\O)COC=[NH2+]. As for the charge: +1.

Each line ends with the Löwdin charge.
CARTESIAN COORDINATES (ANGSTROEM)
C1 -0.63 -1.19 -0.19  -0.05
C2 -1.21 0.12 0.02  -0.48
C3 1.80 -0.40 0.10  -0.11
N1 1.93 0.86 -0.04  0.23
N2 -0.60 1.20 0.13  0.15
O1 -2.54 -0.05 -0.02  0.14
O2 0.78 -1.25 0.11  0.04
H1 -0.82 -1.69 -1.26  0.21
H2 2.76 -0.92 0.22  0.18
H3 2.85 1.13 0.28  0.15
H4 1.07 1.32 -0.37  0.10
H5 -1.29 2.06 0.18  0.17
H6 -2.94 0.71 0.32  0.09
H7 -1.17 -1.88 0.53  0.18

=====

# 17
Computed, not measured: a cluster of 2 separate species, C3H7N2O2 in total, with wB97M-V/def2-TZVPD.

As for the spin multiplicity: 1. The value obtained for the frontier orbital gap is 10.6 eV. As for the LUMO energy: -3.4 eV. As for the charge: +1.

Each line ends with the Löwdin charge.
CARTESIAN COORDINATES (ANGSTROEM)
C1 1.92 -0.50 1.09  -0.25
C2 -2.29 -0.17 -0.88  0.08
C3 -1.39 0.60 -0.41  -0.11
N1 1.96 -1.60 1.50  0.07
N2 -0.38 1.49 -1.18  0.24
O1 1.47 0.55 0.73  0.08
O2 2.96 -2.38 2.02  0.04
H1 -2.98 -0.91 -0.36  0.13
H2 -2.24 -0.31 -1.92  0.07
H3 -1.14 0.65 0.55  0.07
H4 0.56 1.44 -0.79  0.12
H5 -0.62 2.42 -0.95  0.15
H6 -0.31 1.46 -2.19  0.17
H7 2.49 -2.74 2.81  0.14

=====

# 18
Computed, not measured: a cluster of 2 separate species, C3H7N2O2 in total, with wB97M-V/def2-TZVPD.

As for the spin multiplicity: 1. The value obtained for the frontier orbital gap (spin up / spin down) is 6.5 / 7.7 eV. As for the LUMO energy (spin up / spin down): -6.7 / -5.7 eV. As for the charge: +1.

Each line ends with the Löwdin charge.
CARTESIAN COORDINATES (ANGSTROEM)
C1 -1.80 -0.38 -0.38  0.00
C2 1.65 0.04 -0.49  0.12
C3 0.86 1.14 -0.32  -0.03
N1 2.53 -0.78 0.04  -0.32
N2 -2.41 -0.69 0.68  0.02
O1 3.52 -0.37 0.62  0.14
O2 2.31 -2.12 -0.15  0.15
H1 -2.28 -0.10 -1.28  0.05
H2 0.75 1.78 -1.28  0.15
H3 1.13 1.62 0.57  0.09
H4 -0.35 0.62 -0.27  0.12
H5 3.18 -2.49 -0.07  0.12
H6 -3.49 -0.64 0.94  0.19
H7 -1.82 -1.15 1.52  0.19